# C3H6N2

A structure of composition C3H6N2 in a non-equilibrium geometry (ωB97M-V/def2-TZVPD, the Open Molecules 2025 dataset).

Structure (XYZ):
```
11
C3H6N2 | the Open Molecules 2025 dataset | ωB97M-V/def2-TZVPD
C -1.68451 -0.31048 0.58847
C 1.38337 0.08261 -0.72625
C -0.20462 -0.19278 0.53638
N 0.47512 -0.83921 -0.43534
N 2.05319 0.32849 -1.76138
H 2.77748 1.03001 -1.64904
H 1.08956 0.97083 0.13109
H 0.28122 0.03538 1.48875
H -2.11461 -0.34366 -0.41082
H -2.13377 0.50030 1.16070
H -1.92243 -1.26151 1.07744
```

LUMO level = -0.33 eV
frontier orbital gap = 8.815 eV
maximum force = 0.07212 Eh/bohr
E_HOMO = -9.14 eV
relative energy (zero: lowest compared OMol25 entry of this formula, charge and spin) = 81.6 kcal per mole

Atom charges from the Mulliken analysis, given in e for atoms 1 to 6: -1.16 0.25 0.14 -0.44 -0.58 0.27